15
Properties=species:S:1:pos:R:3 method="wB97M-V/def2-TZVPD" max_force_ev_per_a=0.817 gap_ev="7.90 / 7.90" total_charge=0 relative_energy_kj_mol=585.1
C -0.8979 -0.1513 0.6870
N 0.0430 0.0155 -0.3964
C -2.3073 -0.2976 0.3512
N 0.6210 -1.0973 -0.9952
C 2.1632 0.9321 0.3230
O -2.6687 0.0987 -0.9111
N 0.8872 0.9888 0.2054
O -3.1488 -0.6935 1.1232
H -1.8717 0.3800 -1.3835
H 1.1803 -1.6515 -0.3472
H 1.1374 -0.8471 -1.8299
H 0.0141 1.2411 0.9192
H -0.5417 -0.7622 1.5144
H 2.7298 0.1275 -0.1338
H 2.6600 1.7167 0.8739

15
Properties=species:S:1:pos:R:3 method="wB97M-V/def2-TZVPD" max_force_ev_per_a=3.300 gap_ev="7.80 / 7.25" total_charge=0 relative_energy_kj_mol=582.4
N -0.4575 -1.1170 0.4939
C 0.4321 -0.9165 -0.4321
C -0.0971 0.5178 -1.2467
N -0.0632 -1.7003 1.6311
N -0.2857 1.4823 -0.4541
C -0.2585 0.0917 -2.5097
O 0.1741 1.0260 2.1488
O 1.4301 -1.4207 -0.8517
H -0.1423 1.7602 2.6835
H -0.5385 -1.3154 2.4402
H 0.9476 -1.7975 1.7523
H -0.0229 1.2784 1.1876
H -0.3038 2.4105 -0.8585
H -1.1555 0.3847 -3.0364
H 0.3411 -0.6842 -2.9483

15
Properties=species:S:1:pos:R:3 method="wB97M-V/def2-TZVPD" max_force_ev_per_a=2.656 gap_ev=9.35 total_charge=0 smiles="N/C=N/NC(=O)CO" relative_energy_kj_mol=303.0
N 3.4523 -0.4970 -1.1184
C 2.2345 0.1344 -0.7621
N 1.1143 -0.4894 -0.5077
N -0.0265 0.2823 -0.1039
C -1.1556 -0.4669 0.1766
O -1.4335 -1.6410 0.0380
C -2.3525 0.4902 0.7080
O -1.9072 1.7336 1.2230
H 3.5322 -1.5195 -0.9232
H 4.2344 0.0233 -0.7254
H 2.4500 1.2192 -0.7108
H -0.1466 1.2875 0.1700
H -3.1145 0.6853 -0.1012
H -2.8980 -0.1625 1.4825
H -1.4715 1.7088 2.0946

16
Properties=species:S:1:pos:R:3 method="wB97M-V/def2-TZVPD" max_force_ev_per_a=4.693 gap_ev=9.26 total_charge=0 relative_energy_kj_mol=285.7
C -0.8307 -1.3474 0.3482
C 1.0987 -0.1547 1.0231
C -0.2751 0.7626 -0.8211
N -0.6954 -2.4312 0.9670
N -2.4563 -1.2968 -0.4334
N -0.0804 -0.2402 0.2039
O -2.7591 -3.4879 -1.3384
O -1.7427 -3.2863 0.8911
S -3.0802 -2.8067 -0.1232
H 1.2542 0.2443 2.0595
H 1.4379 -1.2573 1.0110
H 1.9407 0.3663 0.3825
H -0.8737 0.3051 -1.5806
H -0.6692 1.8479 -0.5049
H 0.6904 0.9847 -1.1507
H -2.8678 -0.5932 0.0802